Record 1
C6H5ClO5S | ωB97M-V/def2-TZVPD

Last columns: bonded neighbours and bond lengths (Å).
Atoms and positions in Å:
1 C 2.309 0.246 -1.100  C3 1.243, H14 1.074, H15 1.103
2 C -2.104 1.259 -0.191  C4 1.352, H16 1.101, H17 1.148
3 C 1.115 0.285 -1.444  C1 1.243, H18 1.085
4 C -1.401 0.117 -0.361  C2 1.352, C6 1.467, Cl13 1.818
5 C -0.352 -2.058 0.410  C6 1.521, O7 1.227, O9 1.240
6 C -0.250 -0.548 0.259  C4 1.467, C5 1.521, S12 1.815
7 O 0.677 -2.704 0.239  C5 1.227
8 O 1.759 -0.244 2.038  S12 1.458
9 O -1.454 -2.539 0.713  C5 1.240
10 O 0.667 1.740 1.149  S12 1.455
11 O -0.585 0.167 2.598  S12 1.473
12 S 0.504 0.375 1.628  C6 1.815, O8 1.458, O10 1.455, O11 1.473
13 Cl -2.185 -0.770 -1.742  C4 1.818
14 H 3.058 0.880 -1.536  C1 1.074
15 H 2.665 -0.345 -0.239  C1 1.103
16 H -2.896 1.451 -0.931  C2 1.101
17 H -1.859 2.040 0.615  C2 1.148
18 H 0.333 0.646 -2.104  C3 1.085

Values from the calculation:
E_HOMO (alpha / beta) = 0.92 / -1.07 eV
⟨S²⟩ = 2.031
Multiplicity = 3
Charge = -2

Quick look at the Mulliken charges, all values in e: atom 1 (C): -0.356, atom 2 (C): -0.854, atom 3 (C): -0.360, atom 4 (C): 0.285, atom 5 (C): 0.139, atom 6 (C): 0.429, atom 7 (O): -0.719, atom 8 (O): -0.677, atom 9 (O): -0.703, atom 10 (O): -0.677, atom 11 (O): -0.672, atom 12 (S): 1.182, atom 13 (Cl): -0.289, atom 14 (H): 0.247, atom 15 (H): 0.259, atom 16 (H): 0.268, atom 17 (H): 0.232, atom 18 (H): 0.268

***

Record 2
C6H5F2NO | ωB97M-V/def2-TZVPD

Last columns: bonded neighbours and bond lengths (Å).
Atoms and positions in Å:
1 C -0.657 -0.805 -0.007  C2 1.341, C3 1.448, H11 1.110
2 C 0.423 -0.887 -0.796  C1 1.341, C4 1.578, H12 1.096
3 C -0.926 0.306 0.882  C1 1.448, C5 1.343, H13 1.093
4 C 1.511 0.253 -0.705  C2 1.578, C6 1.632, N7 1.472, H14 1.133
5 C -0.195 1.432 0.859  C3 1.343, C6 1.490, H15 1.063
6 C 0.812 1.645 -0.217  C4 1.632, C5 1.490, O8 1.228
7 N 2.345 -0.258 0.396  C4 1.472, F9 1.317, F10 1.462
8 O 1.007 2.778 -0.649  C6 1.228
9 F 3.431 0.434 0.671  N7 1.317
10 F 2.948 -1.462 -0.173  N7 1.462
11 H -1.347 -1.674 -0.048  C1 1.110
12 H 0.874 -1.741 -1.315  C2 1.096
13 H -1.835 0.242 1.486  C3 1.093
14 H 2.148 0.475 -1.615  C4 1.133
15 H -0.540 2.327 1.320  C5 1.063

Values from the calculation:
E_HOMO = -9.78 eV
ΔE to the lowest compared entry with this formula, charge and spin = 58.5 kcal per mole
SMILES = O=C1C=CC=C[C@@H]1N(F)F
Charge = 0

Quick look at the Mulliken charges, all values in e: atom 1 (C): -0.298, atom 2 (C): -0.461, atom 3 (C): -0.034, atom 4 (C): 0.191, atom 5 (C): -0.743, atom 6 (C): 0.395, atom 7 (N): 0.046, atom 8 (O): -0.529, atom 9 (F): -0.152, atom 10 (F): -0.248, atom 11 (H): 0.325, atom 12 (H): 0.360, atom 13 (H): 0.346, atom 14 (H): 0.386, atom 15 (H): 0.414

***

Record 3
C6H5F3NS | ωB97M-V/def2-TZVPD

Last columns: bonded neighbours and bond lengths (Å).
Atoms and positions in Å:
1 C 1.665 0.919 0.550  C2 1.337, N7 1.362, H12 1.141
2 C 2.444 1.693 -0.212  C1 1.337, S11 1.751, H13 1.063
3 C 1.738 -0.290 -1.346  N7 1.369, S11 1.678, H14 1.031
4 C -2.500 -0.704 -0.313  C5 1.299, F8 1.313
5 C -3.218 -0.288 0.686  C4 1.299, F9 1.317, F10 1.355
6 C 0.348 -1.091 0.421  N7 1.351, H15 1.112, H16 1.032
7 N 1.137 -0.141 -0.124  C1 1.362, C3 1.369, C6 1.351
8 F -2.746 -0.804 -1.599  C4 1.313
9 F -4.401 0.291 0.668  C5 1.317
10 F -2.758 -0.363 1.959  C5 1.355
11 S 2.769 0.963 -1.769  C2 1.751, C3 1.678
12 H 1.613 1.073 1.680  C1 1.141
13 H 2.837 2.582 0.219  C2 1.063
14 H 1.303 -0.888 -2.065  C3 1.031
15 H -0.268 -1.025 1.344  C6 1.112
16 H 0.039 -1.927 -0.101  C6 1.032

Values from the calculation:
E_HOMO (alpha / beta) = -13.59 / -13.04 eV
Charge = +1

Quick look at the Mulliken charges, all values in e: atom 1 (C): -0.239, atom 2 (C): -0.253, atom 3 (C): -0.127, atom 4 (C): 0.038, atom 5 (C): 0.544, atom 6 (C): -0.594, atom 7 (N): 0.194, atom 8 (F): -0.172, atom 9 (F): -0.189, atom 10 (F): -0.185, atom 11 (S): 0.035, atom 12 (H): 0.333, atom 13 (H): 0.417, atom 14 (H): 0.423, atom 15 (H): 0.337, atom 16 (H): 0.438